{
  "formula": "C6H10O",
  "method": "ωB97M-V/def2-TZVPD",
  "elements": ["C", "C", "C", "C", "C", "C", "O", "H", "H", "H", "H", "H", "H", "H", "H", "H", "H"],
  "xyz": [[1.92, -0.68, 0.07], [0.73, 0.14, 0.52], [0.49, 1.46, -0.32], [-1.07, 1.77, -0.57], [-1.24, 0.66, -0.01], [-0.65, -0.61, 0.43], [-0.75, -1.68, -0.47], [1.79, -1.02, -0.97], [2.83, -0.06, 0.10], [2.07, -1.56, 0.70], [0.85, 0.44, 1.57], [0.95, 1.38, -1.31], [0.93, 2.32, 0.19], [-3.55, -0.38, -0.24], [-3.65, 0.14, 0.29], [-0.99, -1.00, 1.40], [-0.64, -1.33, -1.37]],
  "energy_ev": -8426.049,
  "e_above_lowest_kj_mol": 500.9,
  "homo_lumo_gap_ev": 10.199,
  "charge": 0,
  "e_homo_ha": -0.3484,
  "lumo_ev": 0.719
}

{
  "formula": "CH4N5O2",
  "method": "ωB97M-V/def2-TZVPD",
  "elements": ["N", "N", "N", "N", "N", "C", "O", "O", "H", "H", "H", "H"],
  "xyz": [[1.87, -0.12, -0.09], [0.37, -0.51, 0.03], [0.20, -1.68, -0.54], [-1.00, -2.02, -0.59], [-1.84, -1.09, -0.06], [-1.28, -0.08, 0.44], [-1.47, 1.02, 1.03], [-1.21, 2.08, 0.06], [1.75, 0.85, -0.43], [2.34, -0.86, -0.77], [2.28, -0.17, 0.96], [-2.00, 2.57, -0.03]],
  "energy_ev": -12631.748,
  "e_above_lowest_kj_mol": 227.8,
  "homo_lumo_gap_ev": 10.344,
  "charge": 1,
  "e_homo_ha": -0.5582,
  "lumo_ev": -4.844
}

{
  "formula": "C30H27CeINO3S5Sb",
  "method": "ωB97M-V/def2-TZVPD",
  "elements": ["Ce", "O", "C", "O", "C", "C", "C", "C", "C", "C", "C", "C", "C", "N", "H", "H", "H", "H", "H", "H", "S", "S", "S", "S", "C", "C", "C", "C", "C", "C", "Sb", "C", "C", "C", "C", "C", "C", "C", "C", "C", "C", "C", "C", "H", "H", "H", "H", "H", "H", "H", "H", "H", "H", "H", "H", "H", "H", "H", "C", "S", "C", "O", "H", "H", "H", "H", "H", "H", "I"],
  "xyz": [[1.12, -1.04, 0.56], [-1.73, 1.44, 3.02], [-1.08, 0.60, 2.39], [-0.11, 0.64, 1.52], [-1.59, -0.83, 2.56], [-2.77, -0.99, 3.35], [-3.17, -2.21, 3.71], [-2.43, -3.29, 3.29], [-2.72, -4.61, 3.72], [-1.88, -5.64, 3.33], [-0.78, -5.40, 2.52], [-0.48, -4.16, 2.05], [-1.34, -3.08, 2.42], [-0.88, -1.85, 2.21], [-3.34, -0.09, 3.67], [-4.06, -2.26, 4.31], [-3.47, -4.84, 4.46], [-1.99, -6.66, 3.69], [-0.10, -6.25, 2.27], [0.37, -3.96, 1.44], [-0.94, -1.28, -1.52], [-0.36, -3.20, -1.08], [1.40, -3.69, -2.23], [2.84, -2.40, -1.33], [-0.68, 6.61, -4.61], [-1.41, 6.96, -3.43], [-1.22, 6.17, -2.27], [-0.39, 5.01, -2.33], [0.30, 4.77, -3.47], [0.26, 5.55, -4.59], [-0.20, 3.86, -0.58], [-1.87, 2.54, -1.05], [-2.65, 2.16, 0.02], [-3.80, 1.39, -0.16], [-4.13, 0.90, -1.41], [-3.32, 1.25, -2.48], [-2.17, 2.01, -2.31], [1.46, 2.72, -1.27], [2.71, 3.14, -0.89], [3.90, 2.58, -1.39], [3.84, 1.55, -2.27], [2.62, 1.05, -2.61], [1.46, 1.62, -2.13], [-1.02, 7.12, -5.50], [-2.01, 7.91, -3.40], [-1.66, 6.56, -1.31], [0.98, 3.95, -3.52], [0.86, 5.29, -5.44], [-2.38, 2.57, 1.05], [-4.38, 1.11, 0.79], [-4.96, 0.19, -1.52], [-3.55, 0.81, -3.45], [-1.55, 2.34, -3.16], [2.82, 3.93, -0.03], [4.83, 2.99, -0.93], [4.77, 1.06, -2.55], [2.59, 0.11, -3.19], [0.50, 1.20, -2.49], [2.92, -5.28, 1.41], [3.40, -3.57, 1.53], [4.41, -3.84, 3.02], [2.14, -2.91, 2.07], [2.17, -5.34, 2.17], [3.67, -6.00, 1.55], [2.48, -5.45, 0.42], [5.25, -4.42, 2.72], [3.76, -4.35, 3.70], [4.64, -2.84, 3.30], [4.12, 0.07, 1.66]],
  "energy_ev": -120930.081,
  "spin_multiplicity": 2,
  "s_squared": 0.751,
  "homo_lumo_gap_ev": [6.646, 6.649],
  "charge": -1,
  "e_homo_ha": [-0.1710, -0.1711],
  "lumo_ev": [1.992, 1.992]
}

{
  "formula": "C6H5N3OS",
  "method": "ωB97M-V/def2-TZVPD",
  "elements": ["O", "C", "C", "N", "C", "C", "C", "C", "N", "N", "S", "H", "H", "H", "H", "H"],
  "xyz": [[1.26, -2.70, -0.15], [1.27, -1.59, -0.60], [0.66, -0.42, 0.20], [-0.16, -1.05, 1.15], [-1.43, -1.05, 0.93], [-2.07, -0.26, -0.10], [-1.37, 0.75, -0.61], [0.05, 0.80, -0.39], [0.52, 2.03, -0.30], [1.83, 2.00, 0.17], [2.29, 0.35, 0.78], [1.93, -1.27, -1.51], [-2.16, -1.51, 1.61], [-3.14, -0.29, -0.36], [-1.75, 1.46, -1.35], [2.28, 2.75, 0.54]],
  "energy_ev": -23652.218,
  "e_above_lowest_kj_mol": 259.8,
  "homo_lumo_gap_ev": 8.006,
  "charge": 0,
  "e_homo_ha": -0.3104,
  "lumo_ev": -0.441
}

{
  "formula": "C5H12NO",
  "method": "ωB97M-V/def2-TZVPD",
  "elements": ["C", "C", "N", "C", "H", "H", "H", "H", "H", "H", "H", "C", "O", "C", "H", "H", "H", "H", "H"],
  "xyz": [[0.40, 2.43, 1.52], [-0.23, 1.24, 1.35], [-0.28, 0.16, 2.24], [-0.37, -1.18, 1.58], [1.05, 2.54, 2.34], [0.39, 3.19, 0.72], [-0.74, 1.08, 0.39], [0.24, 0.22, 3.12], [-1.29, -1.68, 1.90], [-0.44, -0.91, 0.54], [0.49, -1.75, 1.89], [-0.25, -1.07, -2.35], [-0.73, -0.44, -1.20], [1.22, -0.68, -2.63], [-0.80, -0.75, -3.31], [-0.42, -2.20, -2.36], [1.70, -1.26, -3.44], [1.76, -0.81, -1.69], [1.23, 0.37, -2.95]],
  "energy_ev": -8915.666,
  "e_above_lowest_kj_mol": 134.9,
  "homo_lumo_gap_ev": 6.916,
  "charge": -1,
  "e_homo_ha": -0.1009,
  "lumo_ev": 4.172
}

{
  "formula": "C35H43N10O3PS4W",
  "method": "ωB97M-V/def2-TZVPD",
  "elements": ["W", "N", "C", "S", "N", "N", "C", "C", "C", "C", "C", "C", "N", "H", "H", "H", "H", "H", "H", "H", "S", "C", "C", "C", "C", "C", "C", "S", "H", "H", "H", "H", "C", "C", "C", "P", "C", "C", "C", "C", "C", "C", "H", "H", "H", "H", "H", "H", "H", "H", "H", "H", "H", "H", "H", "H", "H", "H", "H", "H", "H", "H", "H", "N", "C", "C", "N", "C", "C", "N", "H", "H", "H", "H", "H", "O", "S", "O", "O", "C", "N", "C", "C", "C", "N", "C", "C", "C", "N", "C", "C", "H", "H", "H", "H", "H", "H"],
  "xyz": [[0.01, -0.36, 0.26], [2.64, 2.78, 2.21], [1.75, 1.88, 1.83], [1.07, 1.90, 0.21], [1.35, 0.96, 2.72], [0.71, -0.01, 2.11], [-0.03, -0.94, 2.71], [0.15, -2.32, 2.25], [0.02, -3.47, 3.00], [0.37, -4.67, 2.41], [0.84, -4.70, 1.10], [0.89, -3.52, 0.38], [0.50, -2.37, 0.94], [3.05, 3.41, 1.53], [3.20, 2.63, 3.05], [-0.50, -0.73, 3.67], [-0.30, -3.41, 4.04], [0.30, -5.59, 2.98], [1.15, -5.62, 0.63], [1.24, -3.46, -0.65], [-0.14, -0.52, -2.12], [-0.52, -2.12, -2.82], [-1.84, -2.33, -3.23], [-2.24, -3.53, -3.80], [-1.28, -4.54, -3.96], [0.03, -4.32, -3.60], [0.48, -3.09, -3.06], [2.15, -2.83, -2.72], [-2.56, -1.54, -3.09], [-3.26, -3.67, -4.13], [-1.57, -5.49, -4.40], [0.77, -5.09, -3.76], [-2.67, 3.80, -1.78], [-1.50, 2.94, -1.26], [-0.51, 2.74, -2.41], [-2.01, 1.43, -0.29], [-2.74, 2.16, 1.26], [-3.63, 3.41, 1.14], [-1.66, 2.45, 2.30], [-3.41, 0.60, -1.22], [-4.82, 0.80, -0.65], [-3.44, 0.87, -2.72], [-2.50, 4.84, -1.54], [-3.65, 3.52, -1.39], [-2.73, 3.72, -2.87], [-0.98, 3.50, -0.48], [-0.97, 2.23, -3.25], [0.39, 2.19, -2.14], [-0.19, 3.73, -2.75], [-3.37, 1.37, 1.66], [-3.05, 4.27, 0.79], [-4.01, 3.65, 2.13], [-4.48, 3.27, 0.48], [-0.95, 3.21, 1.96], [-1.08, 1.57, 2.57], [-2.13, 2.84, 3.21], [-3.17, -0.46, -1.12], [-5.20, 1.79, -0.87], [-4.89, 0.63, 0.43], [-5.49, 0.08, -1.13], [-3.83, 1.86, -2.95], [-4.11, 0.15, -3.19], [-2.46, 0.76, -3.18], [-3.51, -4.48, -0.77], [-3.32, -3.40, 0.01], [-2.16, -2.61, -0.17], [-1.94, -1.53, 0.57], [-2.84, -1.25, 1.54], [-3.95, -2.04, 1.71], [-4.21, -3.10, 0.95], [-2.99, -4.55, -1.64], [-4.39, -4.96, -0.70], [-1.43, -2.87, -0.91], [-2.63, -0.41, 2.18], [-4.66, -1.81, 2.49], [4.96, 4.68, 2.59], [5.72, 3.68, 3.34], [4.86, 2.69, 3.99], [6.82, 4.17, 4.13], [6.45, 2.77, 1.94], [7.54, 3.21, 1.31], [7.85, 2.58, 0.18], [7.08, 1.55, -0.37], [6.00, 1.17, 0.39], [5.72, 1.75, 1.55], [4.87, 0.27, 0.08], [4.21, 0.25, -1.13], [2.89, -0.15, -1.15], [2.27, -0.59, -0.05], [3.01, -0.85, 1.04], [4.29, -0.40, 1.16], [8.74, 2.93, -0.34], [7.33, 1.09, -1.32], [4.62, 0.73, -2.02], [2.28, -0.01, -2.03], [2.53, -1.30, 1.89], [4.79, -0.44, 2.11]],
  "energy_ev": -112491.345,
  "e_above_lowest_kj_mol": 240.8,
  "homo_lumo_gap_ev": 5.148,
  "charge": 0,
  "e_homo_ha": -0.2551,
  "lumo_ev": -1.793
}

{
  "formula": "C32H21F6O10PS",
  "method": "ωB97M-V/def2-TZVPD",
  "elements": ["O", "P", "O", "O", "C", "C", "C", "F", "F", "F", "O", "S", "O", "O", "C", "F", "F", "F", "H", "H", "H", "H", "H", "C", "C", "C", "C", "C", "C", "C", "O", "C", "C", "C", "C", "C", "C", "C", "O", "H", "H", "H", "H", "H", "H", "H", "H", "C", "C", "C", "C", "C", "C", "C", "O", "C", "C", "C", "C", "C", "C", "C", "O", "H", "H", "H", "H", "H", "H", "H", "H"],
  "xyz": [[-0.85, -2.94, 1.75], [-0.08, -3.41, 0.61], [-0.40, -4.79, -0.06], [1.47, -3.49, 0.74], [2.19, -2.74, 1.74], [2.12, -1.23, 1.52], [1.80, -0.44, 2.77], [1.38, 0.79, 2.46], [2.88, -0.30, 3.55], [0.85, -1.00, 3.52], [-0.25, -2.38, -0.69], [-1.42, -1.32, -0.79], [-1.16, -0.20, 0.05], [-2.66, -2.01, -0.82], [-0.99, -0.81, -2.51], [-1.93, 0.05, -2.92], [0.19, -0.21, -2.53], [-0.98, -1.86, -3.33], [-1.27, -4.82, -0.48], [3.22, -3.10, 1.65], [1.81, -3.02, 2.72], [3.08, -0.85, 1.16], [1.37, -0.96, 0.77], [0.07, 0.94, 11.49], [1.11, 0.31, 10.82], [1.15, 0.33, 9.43], [0.15, 0.98, 8.72], [-0.89, 1.61, 9.39], [-0.93, 1.59, 10.78], [-1.98, 2.30, 8.66], [-2.88, 2.87, 9.25], [-1.93, 2.28, 7.17], [-2.95, 2.89, 6.45], [-2.93, 2.88, 5.06], [-1.88, 2.27, 4.39], [-0.86, 1.66, 5.10], [-0.88, 1.66, 6.49], [0.23, 0.99, 7.23], [1.15, 0.47, 6.64], [0.04, 0.93, 12.57], [1.89, -0.20, 11.37], [1.95, -0.15, 8.89], [-1.74, 2.08, 11.29], [-3.76, 3.37, 6.99], [-3.73, 3.36, 4.51], [-1.86, 2.26, 3.31], [-0.04, 1.17, 4.59], [2.58, -2.74, -9.63], [2.22, -2.14, -10.84], [1.41, -1.01, -10.84], [0.97, -0.47, -9.64], [1.33, -1.08, -8.43], [2.14, -2.21, -8.43], [0.86, -0.53, -7.12], [1.18, -1.05, -6.07], [-0.02, 0.67, -7.16], [-0.50, 1.18, -5.96], [-1.32, 2.30, -5.95], [-1.67, 2.90, -7.15], [-1.20, 2.40, -8.35], [-0.38, 1.28, -8.36], [0.11, 0.75, -9.67], [-0.18, 1.28, -10.71], [3.21, -3.62, -9.64], [2.56, -2.56, -11.77], [1.13, -0.53, -11.76], [2.41, -2.66, -7.49], [-0.21, 0.70, -5.03], [-1.69, 2.69, -5.02], [-2.31, 3.77, -7.15], [-1.46, 2.86, -9.30]],
  "energy_ev": -90433.017,
  "homo_lumo_gap_ev": 8.554,
  "charge": 0,
  "e_homo_ha": -0.3538,
  "lumo_ev": -1.073
}

{
  "formula": "C24H24BN9O2Ru",
  "method": "ωB97M-V/def2-TZVPD",
  "elements": ["Ru", "C", "C", "C", "C", "N", "N", "B", "N", "C", "C", "C", "C", "N", "N", "C", "C", "C", "C", "N", "N", "C", "C", "C", "C", "N", "H", "H", "H", "H", "H", "H", "H", "H", "H", "H", "H", "H", "H", "H", "H", "H", "H", "H", "H", "H", "O", "C", "N", "C", "O", "C", "C", "C", "C", "C", "C", "H", "H", "H", "H"],
  "xyz": [[-0.36, -0.08, 0.84], [-3.07, 2.04, 1.06], [-2.44, 1.85, -0.25], [-2.80, 2.48, -1.45], [-1.85, 2.07, -2.37], [-0.99, 1.22, -1.78], [-1.36, 1.08, -0.47], [0.27, 0.49, -2.32], [0.06, -1.02, -2.04], [0.05, -2.09, -2.86], [-0.20, -3.23, -2.10], [-0.34, -2.78, -0.79], [-0.61, -3.52, 0.46], [-0.18, -1.45, -0.78], [1.44, 0.98, -1.42], [2.60, 1.58, -1.74], [3.33, 1.79, -0.59], [2.53, 1.28, 0.45], [2.77, 1.17, 1.90], [1.40, 0.82, -0.09], [0.65, 0.67, -3.79], [0.12, 1.38, -4.85], [0.90, 1.16, -5.94], [1.94, 0.28, -5.49], [3.03, -0.28, -6.26], [1.73, 0.02, -4.18], [-4.00, 2.61, 0.96], [-3.32, 1.09, 1.54], [-2.40, 2.60, 1.72], [-3.62, 3.15, -1.60], [-1.79, 2.39, -3.38], [0.22, -2.01, -3.91], [-0.29, -4.23, -2.46], [-0.90, -4.54, 0.26], [0.28, -3.54, 1.09], [-1.41, -3.02, 1.03], [2.86, 1.83, -2.75], [4.29, 2.25, -0.50], [3.73, 1.59, 2.17], [1.99, 1.69, 2.46], [2.75, 0.11, 2.19], [-0.76, 1.97, -4.79], [0.78, 1.56, -6.92], [3.01, 0.05, -7.29], [4.00, -0.04, -5.81], [3.03, -1.38, -6.20], [0.51, -1.15, 2.39], [-0.34, -0.77, 3.22], [-1.31, 0.06, 2.74], [-2.26, 0.31, 3.71], [-3.31, 0.86, 3.58], [-1.73, -0.32, 4.97], [-2.25, -0.29, 6.23], [-1.56, -1.01, 7.22], [-0.40, -1.70, 6.92], [0.12, -1.73, 5.63], [-0.55, -1.02, 4.64], [-3.15, 0.26, 6.47], [-1.96, -1.03, 8.23], [0.11, -2.24, 7.71], [1.03, -2.27, 5.40]],
  "energy_ev": -46013.590,
  "spin_multiplicity": 6,
  "s_squared": 8.782,
  "homo_lumo_gap_ev": [6.533, 4.510],
  "charge": 3,
  "e_homo_ha": [-0.6359, -0.6356],
  "lumo_ev": [-10.770, -12.786]
}

{
  "formula": "C23H63ClIN3O9P",
  "method": "ωB97M-V/def2-TZVPD",
  "elements": ["C", "C", "C", "Cl", "C", "C", "N", "C", "N", "P", "O", "I", "N", "C", "H", "H", "H", "H", "H", "H", "H", "H", "H", "H", "H", "H", "H", "H", "H", "C", "C", "O", "H", "H", "H", "H", "H", "H", "C", "C", "O", "H", "H", "H", "H", "H", "H", "C", "C", "O", "H", "H", "H", "H", "H", "H", "C", "C", "O", "H", "H", "H", "H", "H", "H", "C", "C", "O", "H", "H", "H", "H", "H", "H", "C", "C", "O", "H", "H", "H", "H", "H", "H", "C", "C", "O", "H", "H", "H", "H", "H", "H", "C", "C", "O", "H", "H", "H", "H", "H", "H"],
  "xyz": [[2.66, -2.73, -7.27], [1.88, -4.06, -7.86], [1.02, -4.89, -6.73], [1.63, -4.48, -4.99], [-0.59, -4.60, -6.74], [-1.37, -5.75, -5.80], [-2.74, -5.18, -5.50], [-3.31, -4.53, -6.74], [-4.38, -3.66, -6.55], [-4.11, -1.89, -6.64], [-3.43, -1.64, -8.25], [-2.35, -1.19, -5.05], [-2.80, -4.68, -8.16], [-1.29, -4.75, -8.24], [3.18, -2.08, -8.12], [1.88, -2.04, -6.75], [3.54, -3.02, -6.52], [1.28, -3.78, -8.83], [2.74, -4.80, -8.22], [1.16, -6.05, -6.90], [-0.74, -3.51, -6.29], [-0.75, -6.07, -4.87], [-1.55, -6.71, -6.49], [-2.57, -4.39, -4.81], [-5.36, -4.00, -6.38], [-2.56, -1.14, -8.13], [-3.24, -5.56, -8.51], [-1.02, -5.84, -8.61], [-0.89, -3.97, -9.02], [-4.69, 1.69, -3.03], [-3.96, 3.02, -3.12], [-2.73, 2.94, -2.43], [-4.88, 1.43, -1.98], [-5.65, 1.74, -3.55], [-4.09, 0.89, -3.46], [-4.56, 3.82, -2.66], [-3.77, 3.29, -4.16], [-2.20, 2.23, -2.84], [-6.16, -0.70, 1.46], [-5.95, 0.77, 1.19], [-6.02, 1.02, -0.20], [-5.40, -1.30, 0.95], [-6.11, -0.91, 2.54], [-7.14, -1.03, 1.09], [-4.97, 1.09, 1.55], [-6.72, 1.38, 1.69], [-6.90, 0.74, -0.51], [-2.12, 3.30, 3.04], [-1.63, 1.92, 3.41], [-2.36, 0.93, 2.71], [-3.19, 3.40, 3.26], [-1.57, 4.07, 3.57], [-2.01, 3.47, 1.96], [-1.76, 1.74, 4.49], [-0.57, 1.80, 3.18], [-2.23, 1.09, 1.76], [5.25, -4.98, -2.02], [5.46, -3.51, -2.29], [5.40, -3.25, -3.69], [6.01, -5.58, -2.54], [5.30, -5.19, -0.95], [4.28, -5.31, -2.40], [6.44, -3.19, -1.93], [4.70, -2.90, -1.79], [4.52, -3.53, -4.00], [-5.59, -3.95, -1.51], [-6.88, -4.00, -0.71], [-7.67, -2.85, -1.00], [-5.03, -3.04, -1.28], [-4.97, -4.82, -1.30], [-5.81, -3.92, -2.59], [-6.66, -4.00, 0.36], [-7.46, -4.89, -0.95], [-7.87, -2.86, -1.95], [2.26, 4.46, 5.94], [1.34, 5.19, 4.98], [0.00, 4.74, 5.15], [2.21, 3.38, 5.77], [3.29, 4.79, 5.81], [1.95, 4.64, 6.97], [1.63, 4.99, 3.94], [1.37, 6.27, 5.14], [-0.25, 4.93, 6.07], [5.56, 5.12, 9.49], [4.64, 5.85, 8.53], [3.30, 5.40, 8.70], [5.51, 4.04, 9.33], [6.59, 5.45, 9.36], [5.25, 5.30, 10.53], [4.93, 5.65, 7.49], [4.67, 6.93, 8.70], [3.05, 5.58, 9.62], [10.11, 5.05, 10.54], [9.54, 6.36, 10.04], [8.28, 6.60, 10.64], [9.43, 4.22, 10.30], [11.09, 4.84, 10.08], [10.23, 5.06, 11.63], [9.41, 6.33, 8.96], [10.21, 7.19, 10.29], [8.41, 6.63, 11.60]],
  "energy_ev": -77670.051,
  "e_above_lowest_kj_mol": 472.4,
  "homo_lumo_gap_ev": 5.488,
  "charge": 1,
  "e_homo_ha": -0.4047,
  "lumo_ev": -5.525
}